No. 1
Formula: C16H25CuN5O5
Source: the OMol25 dataset
Level of theory: wB97M-V/def2-TZVPD

Last column: Löwdin charge in e.
Element x y z (Å)
O  -3.478  -2.154  -2.271  -0.116
H  -4.414  -2.158  -2.032  0.116
Cu  -0.712  -0.756  -0.518  0.414
N  0.908  -0.061  -1.372  -0.027
N  -1.305  -0.001  -2.149  -0.065
O  2.192  -0.255  -0.834  -0.064
O  -2.636  0.257  -2.336  -0.054
C  0.870  0.465  -2.603  -0.232
C  -0.468  0.490  -3.071  -0.231
C  2.033  1.025  -3.337  0.007
C  -0.907  0.987  -4.390  0.002
H  2.972  0.692  -2.882  0.086
H  2.014  2.128  -3.350  0.109
H  2.002  0.700  -4.386  0.093
H  -1.961  1.267  -4.367  0.084
H  -0.786  0.229  -5.173  0.105
H  -0.321  1.860  -4.679  0.089
H  2.112  0.022  0.115  0.063
H  -3.037  -0.693  -2.347  0.063
O  -0.215  2.843  -0.231  -0.069
H  0.094  1.947  -0.474  -0.003
H  -1.151  2.705  0.002  0.050
C  -2.791  -3.107  -1.438  -0.096
H  -3.203  -3.117  -0.422  0.074
H  -1.723  -2.865  -1.421  0.068
H  -2.933  -4.094  -1.898  0.095
O  1.520  -2.937  -0.338  -0.089
H  1.902  -2.024  -0.401  0.003
H  1.526  -3.138  0.614  0.042
C  3.991  2.869  2.933  -0.111
C  4.196  1.503  2.688  -0.104
C  3.143  0.705  2.251  -0.056
C  1.857  1.273  2.097  -0.296
C  1.654  2.645  2.329  -0.040
C  2.726  3.441  2.733  -0.088
N  0.842  0.436  1.621  -0.033
N  -0.341  0.787  2.064  0.011
C  -1.243  -0.243  2.164  -0.334
C  -2.188  -0.250  3.214  -0.013
C  -2.900  -1.416  3.457  -0.083
C  -2.675  -2.533  2.641  -0.092
C  -1.806  -2.416  1.558  -0.161
N  -1.208  -1.251  1.241  -0.007
H  4.820  3.490  3.275  0.093
H  5.177  1.059  2.844  0.096
H  3.246  -0.363  2.048  0.104
H  0.663  3.045  2.132  0.088
H  2.555  4.503  2.902  0.098
H  -2.256  0.664  3.800  0.110
H  -3.600  -1.476  4.292  0.104
H  -3.186  -3.482  2.804  0.096
H  -1.568  -3.249  0.898  0.098

Calculated values
Energy relative to the best compared isomer or geometry (same formula, charge and spin)   26.8 kJ/mol
Frontier orbital gap (spin up / spin down)   4.72 / 6.59 eV
Spin multiplicity   2
Total charge   0
E_HOMO (spin up / spin down)   -5.6589 / -7.5330 eV

No. 2
Formula: C24H30N3S4SbSiTc
Source: the OMol25 dataset
Level of theory: wB97M-V/def2-TZVPD

Last column: Löwdin charge in e.
Element x y z (Å)
Tc  11.236  10.465  11.081  0.901
C  10.761  13.505  11.278  -0.136
C  9.492  12.906  10.602  -0.127
N  9.313  11.451  10.941  -0.137
C  8.453  11.241  12.154  -0.131
C  9.038  10.144  13.022  -0.139
N  10.525  10.061  12.950  -0.219
C  11.283  10.939  13.897  -0.134
C  11.219  12.375  13.394  -0.157
N  11.610  12.473  11.967  -0.147
H  10.549  14.291  11.985  0.127
H  11.336  13.957  10.483  0.106
H  9.579  12.961  9.507  0.111
H  8.643  13.509  10.905  0.130
H  8.863  11.057  10.117  0.076
H  7.446  11.012  11.839  0.134
H  8.370  12.199  12.696  0.130
H  8.659  9.178  12.734  0.126
H  8.703  10.316  14.062  0.152
H  10.658  9.102  13.252  0.106
H  12.318  10.602  13.932  0.126
H  10.825  10.885  14.905  0.154
H  11.941  12.989  13.979  0.162
H  10.234  12.792  13.497  0.110
H  12.548  12.821  11.892  0.126
S  14.424  7.545  10.678  -0.058
Sb  13.869  5.374  9.488  0.732
S  11.157  8.431  10.147  0.104
S  12.717  8.243  11.561  -0.035
S  11.644  5.465  9.646  -0.136
C  12.427  6.233  5.015  -0.018
C  11.198  6.067  5.614  -0.066
C  10.612  7.090  6.317  -0.092
C  11.286  8.323  6.514  -0.280
C  12.586  8.454  5.906  -0.070
C  13.162  7.426  5.185  -0.035
Si  10.498  9.800  7.193  0.965
C  8.780  9.925  7.803  -0.297
C  8.031  8.854  8.288  -0.088
C  6.676  9.018  8.666  -0.040
C  6.090  10.249  8.533  -0.037
C  6.803  11.350  8.031  -0.035
C  8.143  11.202  7.706  -0.102
C  11.393  11.387  7.185  -0.281
C  11.121  12.391  6.224  -0.063
C  11.749  13.616  6.324  -0.031
C  12.648  13.881  7.338  -0.030
C  12.926  12.909  8.296  -0.071
C  12.267  11.679  8.274  -0.130
H  12.792  5.382  4.449  0.130
H  10.683  5.113  5.456  0.136
H  9.592  6.946  6.643  0.101
H  13.135  9.393  6.036  0.111
H  14.161  7.490  4.732  0.131
H  8.435  7.828  8.391  0.109
H  6.101  8.184  9.009  0.119
H  5.037  10.333  8.825  0.136
H  6.302  12.301  7.961  0.122
H  8.690  12.073  7.344  0.098
H  10.479  12.182  5.394  0.118
H  11.554  14.351  5.556  0.131
H  13.271  14.769  7.346  0.131
H  13.692  13.106  9.042  0.120
H  12.549  10.864  8.924  0.048

Calculated values
Energy relative to the best compared isomer or geometry (same formula, charge and spin)   68.2 kJ/mol
Frontier orbital gap (spin up / spin down)   5.87 / 5.76 eV
Spin multiplicity   1
Total charge   +3
E_HOMO (spin up / spin down)   -16.3843 / -16.3777 eV

No. 3
Formula: C12H7F5MoO2S8Sb
Source: the OMol25 dataset
Level of theory: wB97M-V/def2-TZVPD

Last column: Löwdin charge in e.
Element x y z (Å)
Mo  0.554  0.498  -0.855  1.051
S  -0.166  5.021  0.315  -0.172
Sb  -2.209  4.640  -0.410  0.519
S  0.007  2.436  -2.094  -0.021
S  -2.010  2.778  -1.965  -0.099
S  6.371  0.029  -5.220  0.578
C  5.098  0.122  -4.211  -1.496
S  4.949  1.326  -2.961  0.923
C  3.424  0.783  -2.321  -1.113
C  2.867  -0.281  -2.938  -1.099
S  1.346  -0.929  -2.424  0.644
S  3.745  -0.973  -4.274  0.915
S  2.688  1.540  -0.954  0.557
C  2.282  -1.450  2.180  -0.041
C  0.817  -1.256  1.838  -0.470
C  0.141  -2.540  1.387  -0.031
O  0.714  -0.299  0.791  -0.422
H  2.386  -2.146  3.012  0.088
H  2.738  -0.501  2.461  0.084
H  2.813  -1.856  1.318  0.088
H  0.283  -0.834  2.696  0.144
H  0.715  -3.004  0.583  0.087
H  -0.869  -2.338  1.027  0.074
H  0.077  -3.243  2.217  0.090
F  -5.149  0.590  2.801  0.131
C  -4.209  0.400  1.877  -0.139
C  -3.064  1.176  1.879  -0.146
F  -2.894  2.135  2.792  0.122
C  -2.100  0.958  0.917  -0.189
F  -0.999  1.754  0.907  -0.032
C  -2.232  0.001  -0.088  -0.306
O  -1.308  -0.162  -1.029  -0.314
C  -3.395  -0.767  -0.064  -0.140
F  -3.582  -1.706  -0.990  0.133
C  -4.367  -0.572  0.903  -0.134
F  -5.463  -1.327  0.899  0.135

Calculated values
Energy relative to the best compared isomer or geometry (same formula, charge and spin)   0.0 kJ/mol
Frontier orbital gap (spin up / spin down)   6.04 / 5.98 eV
Spin multiplicity   2
Total charge   0
E_HOMO (spin up / spin down)   -8.1100 / -8.1367 eV

No. 4
Formula: C5H7NO
Source: the OMol25 dataset
Level of theory: wB97M-V/def2-TZVPD

Last column: Löwdin charge in e.
Element x y z (Å)
N  2.228  -0.167  0.705  0.132
C  1.447  -0.437  -0.229  -0.452
O  0.993  -1.525  -0.851  0.016
C  -0.413  -0.593  -1.071  -0.092
C  -1.166  -0.554  0.279  -0.093
C  -0.565  0.860  0.594  -0.136
C  0.229  0.700  -0.714  -0.139
H  1.618  0.519  1.221  0.052
H  -0.776  -0.925  -2.036  0.137
H  -0.724  -1.304  0.929  0.117
H  -2.253  -0.672  0.269  0.114
H  0.130  0.857  1.494  0.098
H  -1.234  1.707  0.798  0.107
H  0.486  1.534  -1.389  0.137

Calculated values
Energy relative to the best compared isomer or geometry (same formula, charge and spin)   404.6 kJ/mol
Frontier orbital gap   9.79 eV
Spin multiplicity   1
Total charge   0
E_HOMO   -8.9350 eV

no.,strongest force on any atom (eV/A)
1,4.10
2,1.82
3,0.75
4,3.34